(1)
79
Properties=species:S:1:pos:R:3:forces:R:3:mulliken_charge:R:1 method="wB97M-V/def2-TZVPD" homo_energy_ev=-4.7 mol_weight_g_mol=646.471 e_lumo_ev=2.37 orbital_gap_ev=7.04 largest_force_ev_per_a=1.863 de_lowest_kj_mol=0.0 total_charge=-1
C 0.36476 0.34217 -3.55661 0.279 -0.137 0.100 -1.339
C -1.03293 0.77613 -3.22844 -1.000 0.056 -0.081 0.384
H 0.39695 -0.34371 -4.41240 0.109 0.115 0.285 0.364
H 0.82268 -0.15280 -2.68258 -0.151 0.150 -0.323 -0.060
H 1.00646 1.20508 -3.80437 -0.248 -0.161 0.136 0.302
C -2.10512 0.54364 -4.00149 0.673 0.323 0.178 0.167
C -2.08498 -0.14470 -5.32369 -0.158 -0.188 -0.314 -1.456
H -3.07238 0.93980 -3.69806 0.093 -0.081 0.099 0.424
H -1.10131 -0.55304 -5.56964 -0.223 0.046 -0.037 0.346
H -2.38041 0.54380 -6.12693 0.047 -0.111 0.038 0.296
H -2.80948 -0.96822 -5.33382 0.058 -0.003 -0.098 0.275
Zn 0.46144 0.14285 0.34025 -1.184 0.312 -0.524 1.023
Cl 1.42300 2.23942 0.31820 0.300 0.256 0.075 -0.710
Cl 1.89708 -1.44729 -0.45464 0.550 -0.011 0.176 -0.972
H 1.81946 0.42075 5.93273 -0.105 0.050 -0.058 0.325
H 4.05937 1.24127 5.06672 -0.002 -0.085 -0.191 0.315
C 1.78451 -0.30373 5.11448 0.205 0.058 0.018 -0.931
C 3.97869 0.49421 4.26589 -0.186 -0.036 -0.142 -0.912
N 2.58387 0.18586 4.00155 0.111 -0.113 0.486 0.247
H 0.75530 -0.46118 4.79173 0.182 0.042 -0.041 0.204
C 2.07238 0.27468 2.77143 -1.617 -0.302 -0.875 0.445
O 0.88955 -0.03023 2.49327 1.642 0.351 0.363 -0.696
H 4.42231 0.88858 3.34538 0.011 -0.068 0.273 0.263
H 2.75198 0.66411 1.99631 -0.119 -0.117 0.201 0.092
H 2.20711 -1.23756 5.49888 -0.079 -0.043 -0.109 0.326
H 4.52289 -0.40816 4.58052 -0.081 0.172 -0.099 0.312
H -0.82045 -2.11687 -2.36490 0.030 -0.055 0.287 0.142
H -3.35392 -1.59824 -2.36251 0.110 -0.009 0.252 0.096
C -0.96071 -2.69690 -1.44065 0.412 0.306 -0.130 -0.726
C -3.37811 -2.31323 -1.52844 0.040 -0.175 0.208 -0.839
N -2.15496 -2.25529 -0.75607 -0.442 -0.477 0.388 0.443
H -0.07718 -2.55661 -0.80229 -0.514 -0.074 -0.329 0.082
C -2.14748 -1.87460 0.53988 1.103 0.760 -0.482 -0.350
O -1.15584 -1.48191 1.16250 -1.028 -0.816 -0.222 -0.625
H -4.22873 -2.08016 -0.88468 -0.003 0.024 -0.073 0.324
H -3.15245 -1.93466 1.00902 0.162 0.137 -0.128 0.459
H -1.06061 -3.76037 -1.70890 -0.077 0.141 0.060 0.364
H -3.50951 -3.31974 -1.94359 -0.056 0.049 0.010 0.342
O -1.11311 0.50532 -0.87346 0.455 -1.428 1.072 0.426
C -1.18801 1.43677 -1.85198 0.229 0.580 -0.019 -0.175
C -3.62952 1.72731 -1.15506 -0.122 0.110 -0.214 0.497
C -2.46590 2.27932 -1.68934 0.417 -0.161 -0.202 -0.143
H -3.59689 0.70403 -0.78003 0.043 0.351 -0.269 0.025
C -4.79699 2.49273 -1.07304 0.459 0.055 -0.192 -0.617
H -0.33243 2.12584 -1.77451 -0.054 0.416 -0.062 0.382
C -2.44811 3.61745 -2.07276 -0.331 -0.011 -0.084 -0.343
H -5.71483 2.03360 -0.69946 0.190 0.220 -0.006 0.368
C -4.77975 3.82608 -1.49628 -0.066 -0.109 0.051 -0.493
C -3.60362 4.39432 -1.99393 -0.031 -0.203 0.069 -0.711
H -1.50781 4.02289 -2.44284 -0.201 0.065 0.003 0.429
H -5.68619 4.42384 -1.41809 0.132 -0.053 -0.074 0.345
H -3.59726 5.43061 -2.33316 0.008 -0.191 0.163 0.368
Si 5.90608 -3.40676 -0.85990 -0.077 0.252 0.427 0.543
Cl 5.41410 -3.56113 -2.86534 0.058 -0.110 -0.318 -0.347
C 4.86852 -4.68970 0.02960 0.030 0.041 -0.022 -0.860
C 5.53475 -1.63844 -0.37744 0.001 -0.138 0.007 -0.428
C 7.73908 -3.79660 -0.68475 0.016 -0.049 -0.080 -0.943
H 3.80146 -4.49759 -0.14436 0.229 -0.001 0.061 0.236
H 5.05563 -4.66552 1.11162 -0.053 0.001 -0.181 0.308
H 5.11007 -5.69585 -0.34061 -0.057 0.215 0.079 0.265
H 7.95996 -4.81835 -1.02127 -0.048 0.202 0.057 0.255
H 8.06034 -3.70736 0.36226 -0.095 -0.001 -0.176 0.320
H 8.34122 -3.10230 -1.28556 -0.127 -0.133 0.120 0.252
H 4.46281 -1.41998 -0.51034 0.315 -0.054 0.042 -0.089
H 6.11821 -0.95049 -1.00575 -0.132 -0.145 0.146 0.283
H 5.79662 -1.45381 0.67387 -0.039 -0.025 -0.166 0.242
N -3.97839 0.81147 1.63657 -0.360 -0.751 0.538 -0.180
C -3.23385 1.74960 2.32645 -0.079 0.773 0.317 0.665
C -3.90371 2.75874 3.06735 0.796 -0.377 -0.257 -1.073
C -3.11340 3.64897 3.78307 0.099 -0.204 -0.342 -0.342
C -1.71629 3.56203 3.66166 0.056 -0.218 -0.375 -0.911
C -1.16769 2.57824 2.81522 -0.441 0.477 0.724 -0.197
N -1.91150 1.65228 2.21566 -0.097 0.256 -0.011 0.158
H -4.98088 0.93506 1.77929 0.514 -0.476 0.021 0.194
H -3.61016 -0.13172 1.79914 -0.397 0.585 -0.366 0.239
H -4.99467 2.75904 3.05534 0.298 0.203 0.222 0.258
H -3.59722 4.40156 4.40441 0.244 -0.066 -0.078 0.364
H -1.04132 4.24792 4.17231 -0.279 -0.076 -0.110 0.372
H -0.09259 2.54746 2.61138 -0.351 -0.106 0.112 0.312


(2)
59
Properties=species:S:1:pos:R:3:forces:R:3:lowdin_spin:R:1 method="wB97M-V/def2-TZVPD" homo_energy_ev="-7.8 / -8.3" mol_weight_g_mol=672.444 e_lumo_ev="-0.47 / -3.93" orbital_gap_ev="7.37 / 4.36" largest_force_ev_per_a=0.596 s2=2.0208 de_lowest_kj_mol=88.8 total_charge=0 spin_multiplicity=3
Au -0.35545 -1.35957 -1.68132 -0.018 -0.156 -0.106 0.531
O 0.34064 1.04226 -0.58545 -0.165 0.392 -0.120 0.016
C 1.17056 1.17125 0.47506 0.026 -0.006 -0.036 0.005
C 1.12668 2.32556 1.26346 -0.009 -0.077 0.009 0.000
C 1.97616 2.47273 2.34749 -0.012 -0.121 0.006 0.001
C 2.87219 1.45461 2.65941 -0.075 -0.008 -0.044 -0.001
C 2.90230 0.31666 1.86565 0.068 -0.021 0.048 0.001
C 2.07124 0.13993 0.75925 0.037 0.073 0.165 0.008
C 2.29487 -1.12440 -0.07947 -0.152 -0.133 -0.560 0.004
O 3.11811 -1.92319 0.33795 -0.015 0.008 0.171 0.003
O 1.67808 -1.23498 -1.21179 0.265 0.108 0.428 0.037
H -0.17992 1.84773 -0.69091 0.056 -0.007 -0.053 0.000
H 0.42876 3.11539 1.00003 0.017 -0.029 0.015 0.000
H 1.94085 3.38046 2.93955 0.008 -0.032 -0.037 0.000
H 3.55727 1.56004 3.49256 -0.036 -0.009 -0.036 0.000
H 3.60701 -0.48276 2.05899 -0.010 0.012 0.009 0.000
C -4.99159 -1.74463 -2.88037 0.049 -0.004 -0.009 0.000
C -4.24963 -2.88475 -2.59925 0.037 0.008 0.008 0.004
C -2.89700 -2.78766 -2.28853 -0.031 0.073 -0.059 0.027
C -2.26203 -1.54506 -2.26282 -0.050 0.057 0.003 0.136
C -3.01773 -0.40554 -2.54398 -0.021 -0.063 -0.058 0.031
C -4.37051 -0.50347 -2.85398 0.019 -0.011 -0.006 0.005
H -6.04560 -1.82328 -3.11816 0.023 0.002 0.010 0.000
H -4.72713 -3.85815 -2.61392 0.017 0.029 -0.009 0.001
H -2.33631 -3.68808 -2.06446 -0.013 0.040 0.034 0.005
H -2.54817 0.57411 -2.52131 -0.027 -0.033 0.035 0.006
H -4.94127 0.39283 -3.06875 0.003 -0.005 0.000 0.001
O -0.19272 -3.53495 0.75491 -0.061 0.023 -0.085 0.018
C -0.46910 -2.40604 1.12405 -0.166 -0.082 -0.214 0.023
O -0.94423 -1.41602 0.47541 0.195 -0.015 0.407 0.173
C -0.18472 -2.09351 2.59323 -0.056 0.561 0.056 0.173
C -0.31980 -0.73391 3.07863 -0.066 -0.368 -0.307 0.163
C 0.02329 -0.36093 4.35395 0.076 -0.066 0.016 0.002
C 0.50109 -1.39258 5.14120 -0.057 -0.329 -0.343 0.180
O 0.92108 -1.33931 6.39084 0.144 -0.027 0.493 0.139
C 1.30530 -2.66378 6.79117 -0.145 0.104 -0.407 0.006
O 1.08359 -3.49883 5.65281 0.180 -0.220 0.400 0.124
C 0.60502 -2.74802 4.67073 -0.078 0.520 0.012 0.159
C 0.26512 -3.12014 3.39498 0.092 -0.018 0.001 -0.010
H -0.71372 -0.01160 2.37621 0.061 -0.038 -0.060 0.005
H -0.04962 0.65409 4.71351 0.004 0.000 0.006 -0.003
H 0.67337 -2.98979 7.61115 -0.080 -0.017 0.061 0.008
H 2.35849 -2.66946 7.05246 0.103 0.010 -0.018 0.008
H 0.37846 -4.11862 2.99575 -0.015 0.030 -0.006 -0.003
C -1.49678 4.08777 -3.78669 0.015 -0.028 -0.018 0.000
C -0.34721 3.13215 -3.78894 -0.046 -0.060 -0.076 0.001
C 0.96562 3.26453 -3.40694 0.108 -0.024 0.210 0.000
C 1.56022 1.99680 -3.64440 0.103 0.053 -0.015 0.001
N 0.68625 1.15474 -4.16454 -0.280 0.163 0.213 0.009
N -0.46759 1.85872 -4.22371 0.016 -0.152 -0.161 0.000
C 2.96544 1.56597 -3.37970 -0.027 0.025 0.022 0.000
H -1.14469 5.10303 -3.96070 0.006 -0.001 0.007 0.000
H -2.03454 4.07980 -2.83701 0.015 -0.024 0.020 0.000
H -2.21436 3.84356 -4.57160 0.030 -0.004 -0.001 0.000
H 1.43313 4.14790 -2.99764 -0.012 -0.068 -0.048 0.000
H -1.28014 1.42276 -4.62380 -0.014 -0.022 0.025 0.000
H 3.67305 2.13498 -3.98617 -0.009 -0.009 0.016 0.000
H 3.07420 0.50716 -3.60454 -0.016 0.002 0.003 0.000
H 3.22408 1.71547 -2.32951 -0.008 -0.003 -0.019 0.000